No. 1
{
  "formula": "C53H55BrFN4O3P2ScSi",
  "method": "ωB97M-V/def2-TZVPD",
  "elements": ["Sc", "O", "C", "C", "C", "C", "C", "C", "C", "O", "N", "N", "C", "C", "Br", "C", "C", "C", "C", "C", "C", "C", "H", "H", "H", "H", "H", "H", "H", "H", "H", "H", "H", "H", "H", "H", "C", "Si", "C", "C", "N", "C", "C", "C", "C", "C", "C", "F", "H", "H", "H", "H", "H", "H", "H", "H", "H", "H", "H", "H", "H", "N", "C", "O", "C", "C", "H", "H", "H", "H", "H", "H", "C", "P", "C", "C", "C", "C", "C", "C", "C", "C", "C", "C", "C", "C", "P", "C", "C", "C", "C", "C", "C", "C", "C", "C", "C", "C", "C", "H", "H", "H", "H", "H", "H", "H", "H", "H", "H", "H", "H", "H", "H", "H", "H", "H", "H", "H", "H", "H", "H"],
  "coordinates": [[0.172650, 0.439706, -0.565941], [2.758935, 0.842579, -3.926862], [3.254484, 2.074254, -3.743773], [3.961862, 2.679988, -4.785135], [4.460781, 3.957835, -4.648176], [4.297425, 4.652141, -3.457516], [3.633192, 4.047434, -2.406270], [3.101831, 2.771138, -2.537148], [2.333868, 2.150909, -1.383709], [1.398429, 1.245641, -1.744585], [3.296474, 1.443514, -0.505144], [2.802582, 0.472982, 0.225721], [3.526124, -0.090001, 1.128965], [3.081948, -1.231050, 1.861530], [1.586208, -2.142335, 1.035598], [3.654363, -1.727044, 2.973274], [4.727842, -1.057069, 3.701992], [5.739567, -1.803992, 4.311788], [6.776617, -1.175689, 4.975529], [6.818312, 0.206018, 5.068457], [5.795878, 0.957582, 4.512358], [4.763337, 0.334114, 3.837239], [2.140924, 0.659696, -3.176017], [4.083583, 2.137671, -5.710133], [4.976312, 4.424523, -5.475323], [4.682056, 5.656134, -3.354646], [3.515277, 4.573591, -1.466239], [1.900405, 2.979058, -0.767937], [4.204616, 1.844291, -0.275475], [4.543976, 0.251259, 1.329950], [3.313584, -2.673288, 3.366348], [5.718439, -2.882405, 4.255364], [7.562207, -1.769371, 5.419603], [7.638553, 0.691470, 5.577347], [5.805380, 2.033549, 4.609261], [3.949400, 0.925184, 3.445301], [-2.853546, 4.177721, -1.567626], [-1.007288, 3.683889, -1.333901], [-0.342133, 3.248902, -3.065623], [-0.020061, 5.241461, -0.768988], [-0.748399, 2.388970, -0.193722], [-1.030119, 2.553535, 1.116390], [-1.744387, 3.624960, 1.704164], [-2.046444, 3.649591, 3.044542], [-1.656496, 2.630688, 3.905947], [-0.921936, 1.573474, 3.395233], [-0.630568, 1.584060, 2.055471], [0.140655, 0.497060, 1.526335], [-2.962165, 4.836030, -2.425355], [-3.266899, 4.694572, -0.706018], [-3.474442, 3.305381, -1.748128], [0.657783, 3.646639, -3.207904], [-0.973526, 3.691006, -3.828092], [-0.293392, 2.179238, -3.242030], [0.795353, 5.431245, -1.461607], [0.406016, 5.107601, 0.222209], [-0.627231, 6.140556, -0.738787], [-2.068643, 4.432166, 1.071820], [-2.610112, 4.482421, 3.437931], [-1.910141, 2.661965, 4.951703], [-0.585163, 0.754011, 4.012254], [0.881735, -1.715297, -3.310828], [-0.276577, -0.949041, -3.079255], [-0.538996, -0.745648, -1.790255], [-1.036480, -0.464303, -4.075630], [-2.230964, 0.403271, -3.831872], [1.019058, -2.416432, -2.593236], [0.939672, -2.098881, -4.244068], [-0.771822, -0.683446, -5.097917], [-2.260364, 0.720657, -2.786475], [-3.152640, -0.138389, -4.058512], [-2.203314, 1.289896, -4.463223], [-2.677686, -2.704886, 1.460299], [-1.918523, -1.720264, 0.044830], [-3.458324, -0.839435, -0.419393], [-4.572568, -1.424279, -1.012403], [-5.730259, -0.687457, -1.197402], [-5.797294, 0.634339, -0.792547], [-4.704511, 1.215714, -0.172332], [-3.546213, 0.480208, 0.008841], [-1.745772, -3.110365, -1.137464], [-0.892055, -4.151616, -0.778647], [-0.603015, -5.170305, -1.667384], [-1.164367, -5.165296, -2.933154], [-2.006627, -4.131266, -3.302280], [-2.280720, -3.100897, -2.420430], [-4.471583, -3.218228, 1.361288], [-4.491201, -4.539253, 0.071632], [-3.519039, -5.517611, -0.076242], [-3.600596, -6.430232, -1.112469], [-4.656846, -6.385859, -2.005486], [-5.656726, -5.443041, -1.838381], [-5.577224, -4.533283, -0.800437], [-4.558910, -4.354504, 2.811018], [-3.516161, -5.122746, 3.313061], [-3.726686, -5.971000, 4.384225], [-4.976339, -6.060581, 4.972466], [-6.022891, -5.299073, 4.479996], [-5.813146, -4.453455, 3.406648], [-2.642177, -2.059764, 2.348562], [-2.018073, -3.553405, 1.650906], [-4.535990, -2.452269, -1.334893], [-6.594396, -1.151634, -1.651297], [-6.703730, 1.201912, -0.946601], [-4.756055, 2.235903, 0.180493], [-2.700424, 0.933559, 0.510242], [-0.436712, -4.163360, 0.203466], [0.055330, -5.974204, -1.370234], [-0.938470, -5.957309, -3.632596], [-2.445596, -4.117840, -4.289776], [-2.893526, -2.273222, -2.737341], [-2.688030, -5.570164, 0.608757], [-2.828435, -7.176376, -1.228191], [-4.704020, -7.088605, -2.824768], [-6.493298, -5.413592, -2.522043], [-6.358290, -3.796374, -0.665613], [-2.529445, -5.069696, 2.879166], [-2.905915, -6.564613, 4.760236], [-5.131392, -6.720815, 5.813057], [-7.000182, -5.362189, 4.935852], [-6.624403, -3.853018, 3.016208]],
  "atomic_forces_ev_per_a": [[0.5, 0.8, 1.4], [-0.2, -0.1, 0.1], [0.3, 0.3, 0.1], [-0.2, -0.2, 0.0], [0.0, 0.1, 0.1], [0.1, 0.2, 0.0], [0.0, -0.1, -0.1], [-0.3, -0.2, 0.1], [0.9, 1.0, 0.5], [0.3, 0.2, -1.0], [0.4, 0.1, -0.3], [-0.1, -0.3, 0.6], [0.2, 0.7, -0.7], [-0.4, -0.9, 0.5], [0.4, 0.0, 0.3], [-0.6, 0.0, -0.6], [0.3, 0.3, 0.2], [-0.1, 0.1, -0.1], [0.1, -0.1, 0.0], [0.0, 0.0, 0.0], [0.1, 0.0, 0.0], [-0.1, -0.1, 0.1], [0.2, -0.1, -0.4], [0.0, -0.1, -0.1], [0.0, 0.0, -0.1], [0.0, 0.1, 0.0], [-0.1, 0.1, 0.0], [0.0, -0.3, -0.4], [-0.3, 0.0, -0.1], [-0.1, 0.0, -0.1], [-0.1, -0.1, 0.0], [0.0, -0.1, -0.1], [0.0, 0.0, 0.0], [0.0, 0.0, 0.1], [0.0, 0.1, 0.0], [-0.1, 0.1, 0.0], [0.7, -0.3, 0.3], [0.0, 0.8, -0.8], [-0.3, -0.1, 0.7], [-0.4, -0.6, -0.1], [0.3, -0.6, -0.8], [0.0, -0.1, 0.9], [0.2, -0.3, -0.2], [-0.1, 0.0, 0.4], [0.0, 0.1, -0.1], [0.2, -0.2, -0.2], [-0.1, 0.2, 0.0], [-0.5, 0.8, 1.1], [0.1, 0.1, -0.2], [-0.1, 0.1, 0.1], [-0.1, -0.2, -0.1], [0.2, 0.0, 0.0], [-0.2, 0.1, -0.1], [0.0, -0.1, -0.1], [0.2, 0.0, -0.1], [0.1, 0.0, 0.2], [-0.2, 0.2, 0.0], [-0.1, 0.1, -0.1], [0.0, 0.1, 0.0], [0.0, 0.0, 0.1], [0.1, -0.1, 0.1], [-0.1, 0.2, 0.5], [-0.1, -0.3, -1.5], [-0.3, -0.8, -1.5], [0.1, 0.2, 0.5], [0.1, -0.2, 0.0], [0.0, -0.1, -0.1], [0.0, 0.0, 0.1], [0.1, -0.1, -0.1], [-0.2, 0.0, -0.1], [-0.2, 0.1, 0.1], [-0.1, 0.1, 0.0], [-0.1, 0.1, 0.0], [-1.3, -0.8, 0.9], [0.3, 0.2, -0.1], [0.1, 0.2, -0.2], [0.0, -0.1, -0.1], [0.0, 0.1, 0.1], [-0.1, 0.1, 0.0], [0.1, 0.0, 0.1], [0.3, 0.3, -0.1], [0.1, 0.1, -0.1], [0.2, -0.1, 0.0], [0.0, 0.0, -0.1], [0.0, -0.1, -0.1], [0.0, 0.0, 0.2], [0.3, -0.4, 0.3], [-0.2, 0.3, 0.1], [-0.2, -0.1, 0.0], [0.1, -0.1, 0.1], [-0.1, 0.0, 0.0], [-0.1, -0.1, -0.1], [0.1, 0.0, 0.1], [-0.1, 0.3, -0.1], [0.0, 0.0, 0.0], [0.1, -0.1, 0.1], [-0.1, 0.0, 0.1], [-0.1, -0.1, 0.1], [0.1, 0.0, 0.0], [0.1, -0.1, -0.1], [0.0, 0.1, 0.0], [0.0, 0.1, -0.1], [0.0, -0.1, -0.1], [-0.1, 0.0, 0.0], [0.0, 0.1, 0.0], [-0.1, 0.0, 0.0], [0.0, 0.0, 0.1], [0.1, 0.0, 0.0], [0.0, -0.1, 0.0], [0.0, 0.0, -0.1], [-0.1, 0.1, -0.1], [0.1, 0.0, 0.1], [0.1, -0.1, 0.0], [0.0, -0.1, -0.1], [-0.1, 0.0, 0.0], [0.0, 0.1, 0.0], [0.1, 0.0, 0.0], [0.1, -0.1, 0.1], [0.0, -0.1, 0.1], [-0.1, 0.0, 0.0], [-0.1, 0.0, 0.0]],
  "spin_multiplicity": 1,
  "lumo_energy_ev": -0.2,
  "energy_ev": -187876.3209,
  "mol_weight_g_mol": 1029.9,
  "e_above_lowest_kcal_mol": 36.0,
  "gap_ha": 0.25764
}



No. 2
{
  "formula": "C53H55CsN10O2SSi",
  "method": "ωB97M-V/def2-TZVPD",
  "elements": ["Cs", "C", "C", "C", "C", "C", "C", "C", "N", "N", "C", "C", "C", "C", "C", "C", "N", "C", "C", "C", "C", "C", "C", "N", "H", "H", "H", "H", "H", "H", "H", "H", "H", "H", "H", "H", "H", "H", "H", "H", "H", "H", "H", "H", "C", "C", "N", "N", "C", "N", "S", "C", "C", "C", "C", "C", "N", "H", "H", "H", "H", "H", "H", "H", "H", "H", "H", "C", "C", "O", "N", "C", "C", "C", "C", "C", "C", "N", "H", "H", "H", "H", "H", "H", "H", "H", "H", "H", "O", "Si", "C", "C", "C", "C", "C", "C", "C", "C", "C", "C", "C", "C", "C", "C", "C", "C", "C", "C", "H", "H", "H", "H", "H", "H", "H", "H", "H", "H", "H", "H", "H", "H", "H"],
  "coordinates": [[-0.136958, -1.109427, -0.610763], [-2.920932, 0.802588, 1.047751], [-3.268722, 2.118709, 0.336102], [-2.844857, 2.023009, -1.103296], [-3.756994, 1.677506, -2.100643], [-3.305683, 1.532566, -3.400731], [-1.955145, 1.703314, -3.666665], [-1.113957, 2.023232, -2.613584], [-1.546565, 2.195705, -1.362717], [-3.710053, 0.601554, 2.267032], [-3.048134, 1.088768, 3.455165], [-1.825104, 0.343610, 3.974258], [-0.965311, 0.995577, 4.857123], [0.104025, 0.306021, 5.395909], [0.298361, -1.017150, 5.027865], [-0.585052, -1.573646, 4.119734], [-1.627492, -0.920307, 3.599173], [-4.349287, -0.703913, 2.361803], [-5.689192, -0.725948, 1.648570], [-6.791397, -1.341200, 2.238837], [-7.993977, -1.382991, 1.554049], [-8.066941, -0.809051, 0.294476], [-6.922208, -0.214328, -0.213004], [-5.761998, -0.166521, 0.439769], [-1.839690, 0.781570, 1.249898], [-3.158951, -0.006542, 0.355917], [-2.758382, 2.962490, 0.807938], [-4.345248, 2.261332, 0.409273], [-4.798909, 1.526148, -1.845128], [-4.001195, 1.284545, -4.194959], [-1.558212, 1.601568, -4.669500], [-0.044339, 2.157641, -2.764675], [-3.778602, 1.123279, 4.269996], [-2.751114, 2.124698, 3.272621], [-1.145449, 2.033277, 5.115931], [0.787150, 0.796981, 6.079927], [1.129963, -1.595683, 5.410118], [-0.447574, -2.597864, 3.781513], [-4.521711, -0.949715, 3.408816], [-3.711412, -1.496274, 1.959954], [-6.701441, -1.783745, 3.224564], [-8.864222, -1.850809, 2.000811], [-8.986431, -0.813464, -0.277222], [-6.932466, 0.248658, -1.197072], [-1.227593, -1.127557, -6.127000], [-0.782733, -1.245681, -4.693480], [-1.554278, -1.547675, -3.730262], [-2.857158, -1.792734, -4.005432], [-3.722975, -2.146142, -3.009529], [-4.984931, -2.372015, -3.485638], [-3.337114, -2.262277, -1.411698], [0.642144, -1.004114, -4.324439], [1.386102, 0.004784, -4.917093], [2.693914, 0.206762, -4.494028], [3.222793, -0.619642, -3.521072], [2.403998, -1.613057, -3.000243], [1.145507, -1.801979, -3.378936], [-1.697667, -2.059958, -6.453422], [-0.384430, -0.936163, -6.784701], [-1.955094, -0.319588, -6.256945], [-3.211187, -1.690032, -4.942986], [-5.115879, -2.702544, -4.428414], [-5.620843, -2.732119, -2.794620], [0.954225, 0.642242, -5.679946], [3.282865, 1.011518, -4.915523], [4.234792, -0.493789, -3.156455], [2.778116, -2.297197, -2.243226], [-1.732376, -4.543680, 1.621900], [-0.424797, -4.104762, 1.009078], [-0.365272, -3.577357, -0.091572], [0.687558, -4.373232, 1.747494], [2.014066, -3.940423, 1.346212], [2.537531, -2.832324, 2.226082], [3.737969, -2.955405, 2.906663], [4.184003, -1.882357, 3.669293], [3.407705, -0.741436, 3.733922], [2.206814, -0.719174, 3.032265], [1.777211, -1.734188, 2.288247], [-2.547252, -4.030108, 1.116435], [-1.773438, -4.332056, 2.692586], [-1.854343, -5.618612, 1.472010], [0.571430, -4.744879, 2.672619], [1.920743, -3.565129, 0.328199], [2.703842, -4.784242, 1.345115], [4.318929, -3.867766, 2.832297], [5.127136, -1.939278, 4.200563], [3.720798, 0.128568, 4.296985], [1.570405, 0.156748, 3.062435], [1.568436, 0.500926, -0.744506], [2.782170, 1.464588, -0.446993], [2.799522, 2.199564, 1.316179], [3.967807, 2.455050, 2.041639], [3.925623, 3.018124, 3.314284], [2.704084, 3.336021, 3.898260], [1.526887, 3.090455, 3.199624], [1.579763, 2.530366, 1.928893], [2.781218, 3.015242, -1.549418], [3.616146, 3.183323, -2.661987], [3.539634, 4.311695, -3.472897], [2.607857, 5.301575, -3.194506], [1.749401, 5.150384, -2.111207], [1.837898, 4.025009, -1.302444], [4.453745, 0.564659, -0.554905], [4.445780, -0.789233, -0.190646], [5.607880, -1.550581, -0.180394], [6.820169, -0.969588, -0.538369], [6.859626, 0.374224, -0.887412], [5.689975, 1.130935, -0.889599], [4.932901, 2.200212, 1.612597], [4.847747, 3.207655, 3.852864], [2.670938, 3.774950, 4.888596], [0.569363, 3.334696, 3.646320], [0.651260, 2.321250, 1.397096], [4.339329, 2.409839, -2.908641], [4.204032, 4.416076, -4.322839], [2.550603, 6.185960, -3.816801], [1.008571, 5.912260, -1.898211], [1.145455, 3.918651, -0.472652], [3.495871, -1.244462, 0.086633], [5.571432, -2.596223, 0.103076], [7.730021, -1.557455, -0.535792], [7.803563, 0.834886, -1.153662], [5.745865, 2.183246, -1.150854]],
  "atomic_forces_ev_per_a": [[-2.0, 0.2, -0.1], [-0.3, 0.0, 0.0], [0.1, 0.0, -0.1], [0.1, 0.0, -0.1], [0.0, 0.0, 0.0], [0.0, 0.0, 0.0], [0.0, 0.0, 0.0], [0.1, 0.1, 0.1], [0.0, -0.1, 0.0], [0.5, -0.1, -0.1], [-0.2, -0.1, 0.0], [0.1, 0.0, -0.1], [0.0, 0.0, 0.0], [0.0, 0.0, 0.1], [-0.3, -0.1, 0.3], [-0.3, 0.0, 0.1], [0.1, -0.1, 0.0], [-0.2, 0.3, -0.1], [0.0, -0.1, 0.0], [0.0, -0.1, 0.0], [0.0, 0.0, 0.0], [0.0, 0.0, 0.0], [0.2, 0.0, 0.1], [-0.1, 0.0, 0.0], [-0.1, -0.1, 0.0], [0.1, 0.0, 0.0], [0.0, 0.0, 0.0], [0.0, 0.0, 0.0], [0.0, 0.0, 0.0], [0.0, 0.0, 0.0], [0.0, 0.0, 0.0], [-0.1, 0.0, 0.0], [0.0, 0.0, 0.0], [0.0, 0.0, 0.0], [0.0, 0.0, 0.0], [0.0, 0.0, 0.0], [-0.1, 0.0, 0.0], [0.0, 0.1, 0.0], [0.1, 0.0, 0.1], [0.0, -0.1, 0.0], [0.0, 0.0, 0.0], [0.0, 0.0, 0.0], [0.0, 0.0, 0.0], [0.0, 0.0, 0.0], [0.0, 0.0, 0.1], [0.1, 0.1, -0.2], [0.0, -0.1, 0.2], [0.1, -0.1, 0.2], [0.0, 0.0, -0.1], [-0.1, 0.0, 0.1], [-0.3, 0.0, -0.1], [0.0, -0.1, 0.1], [0.1, 0.1, -0.1], [0.0, 0.0, 0.0], [0.0, 0.0, -0.1], [-0.1, 0.0, -0.1], [0.2, -0.1, -0.1], [0.0, 0.0, 0.0], [0.0, 0.0, 0.0], [0.0, 0.0, 0.0], [0.0, 0.1, -0.1], [0.0, 0.0, 0.0], [0.0, 0.0, 0.0], [0.0, 0.0, 0.0], [0.0, 0.0, 0.0], [-0.1, 0.0, 0.0], [0.0, 0.1, 0.0], [0.0, 0.0, 0.0], [0.1, -0.2, 0.0], [0.0, -1.8, 0.6], [0.0, 0.1, -0.2], [-0.1, 0.0, 0.1], [0.0, 0.1, 0.0], [0.1, 0.0, 0.0], [0.0, 0.0, 0.0], [0.1, 0.0, -0.1], [0.2, 0.0, -0.4], [0.2, 0.0, 0.0], [0.0, 0.0, 0.0], [0.0, 0.0, 0.0], [0.0, 0.0, 0.0], [0.0, 0.0, 0.1], [0.0, -0.1, -0.1], [0.0, 0.0, 0.0], [0.0, 0.0, 0.0], [0.0, 0.0, 0.0], [0.0, 0.0, 0.0], [0.1, 0.0, -0.1], [2.1, 1.8, 0.0], [0.1, 0.3, 0.1], [-0.3, 0.0, 0.1], [-0.1, 0.0, 0.0], [-0.1, 0.0, 0.0], [0.1, 0.0, -0.1], [0.1, 0.0, 0.0], [0.1, -0.1, -0.1], [0.1, 0.0, -0.2], [-0.1, 0.0, 0.1], [-0.1, 0.0, 0.0], [0.0, 0.0, 0.0], [0.0, 0.0, 0.0], [0.1, -0.1, -0.1], [0.1, 0.0, 0.0], [0.0, 0.0, -0.1], [0.0, 0.1, 0.0], [-0.1, 0.0, 0.0], [-0.1, 0.0, 0.0], [-0.1, -0.1, 0.1], [-0.1, 0.0, 0.0], [0.0, 0.0, 0.0], [0.0, 0.0, 0.0], [0.0, 0.0, 0.0], [0.1, 0.0, 0.0], [0.0, 0.1, 0.0], [0.0, 0.0, 0.0], [0.0, 0.0, 0.0], [0.0, 0.0, 0.0], [0.1, 0.0, 0.0], [0.1, 0.0, 0.0], [0.0, 0.0, 0.0], [0.0, 0.0, 0.0], [0.0, 0.0, 0.0], [0.0, 0.0, 0.0]],
  "spin_multiplicity": 1,
  "lumo_energy_ev": 0.0,
  "energy_ev": -94113.4074,
  "mol_weight_g_mol": 1057.1,
  "e_above_lowest_kcal_mol": 0.0,
  "gap_ha": 0.28867
}